Computed, not measured: 14 unconnected molecules or ions with the total composition C6H37NO14 at a distorted geometry, with ωB97M-V/def2-TZVPD.

The energy above the lowest of the compared OMol25 structures with the same formula, charge and spin comes out at 190.5 kJ/mol. As for the spin multiplicity: 2. The HOMO-LUMO gap (spin up / spin down) is 0.367 / 0.253 Eh. The value obtained for the max |F| is 2.98 eV/A. The net charge is +1.

Atoms and positions in Å:
O: 2.495 3.286 2.894
C: 1.799 2.426 3.362
C: 0.448 2.150 2.771
C: 0.634 1.738 1.264
C: -0.166 0.558 0.841
C: 0.607 -0.413 0.213
N: 0.168 -1.667 -0.037
C: -1.535 0.391 1.316
H: 2.067 1.790 4.215
H: -0.130 3.091 2.777
H: -0.219 1.430 3.251
H: 0.449 2.555 0.531
H: 1.696 1.703 1.032
H: 1.618 -0.160 -0.093
H: -0.790 -1.938 -0.315
H: 0.791 -2.113 -0.720
H: -2.281 1.090 0.942
H: -1.746 0.621 2.371
H: -1.847 -0.643 1.192
H: 0.036 -1.870 3.244
H: 1.528 -1.379 3.000
O: 0.905 -1.783 3.598
H: 2.940 -1.468 1.892
H: 2.986 -0.308 2.937
O: 2.940 -0.516 1.990
H: -2.748 3.271 -0.985
H: -1.323 2.811 -0.909
O: -2.003 3.240 -0.371
H: 0.830 -1.189 -4.112
H: -0.131 -1.601 -3.109
O: 0.846 -1.533 -3.199
H: -4.616 -1.774 0.790
H: -4.231 -0.359 0.350
O: -4.915 -0.878 0.775
H: 2.508 2.346 -1.075
H: 3.806 2.156 -0.083
O: 2.962 1.829 -0.399
H: 3.005 -3.520 -1.503
H: 1.920 -2.990 -2.455
O: 2.061 -3.375 -1.571
H: -2.623 -1.153 -1.028
H: -3.472 -2.179 -0.160
O: -2.756 -2.080 -0.800
H: -2.024 -2.961 -2.091
H: -1.766 -3.329 -3.573
O: -1.747 -2.583 -2.955
H: -2.637 0.425 -3.915
H: -2.313 -0.974 -3.462
O: -2.437 -0.062 -3.104
H: 0.589 4.292 -1.297
H: 0.508 3.553 -2.838
O: 0.885 3.672 -1.973
H: -1.685 -3.194 1.409
H: -2.118 -2.419 2.674
O: -2.431 -3.016 1.997
H: 2.497 -0.239 -3.607
H: 2.575 1.097 -2.521
O: 2.586 0.685 -3.370

Computed, not measured: 2 unconnected molecules or ions with the total composition NO4S2 at a distorted geometry, with ωB97M-V/def2-TZVPD.

The energy above the lowest of the compared OMol25 structures with the same formula, charge and spin comes out at 290.9 kJ/mol. The HOMO-LUMO gap (spin up / spin down) is 0.267 / 0.229 Eh. The value obtained for the max |F| is 2.45 eV/A. The net charge is -1.

Atoms and positions in Å:
N: -1.528 -0.381 0.031
O: -1.790 -0.900 1.114
O: 1.108 0.743 -1.456
O: -2.080 -0.583 -1.070
O: 1.240 1.648 0.844
S: 2.006 -1.042 0.563
S: 1.044 0.515 -0.026

Computed, not measured: 2 unconnected molecules or ions with the total composition C2H2BrClFN3O2 at a distorted geometry, with ωB97M-V/def2-TZVPD.

The energy above the lowest of the compared OMol25 structures with the same formula, charge and spin comes out at 0.0 kJ/mol. The HOMO-LUMO gap is 0.391 Eh. The value obtained for the max |F| is 4.49 eV/A. Its structure (SMILES) is [H]/N=C(\O)[C@@](F)(Cl)Br.N#[N+][O-]. The net charge is 0.

Atoms and positions in Å:
H: 0.843 0.911 -0.507
N: 0.010 0.349 -0.902
C: -0.594 -0.295 0.000
O: -0.280 -0.182 1.291
C: -1.860 -0.955 -0.422
F: -1.939 -1.098 -1.770
Cl: -2.081 -2.615 0.229
Br: -3.376 0.277 0.053
H: -0.675 -0.937 1.968
N: 0.997 -2.310 -0.250
N: 2.063 -2.006 -0.296
O: 3.179 -1.699 -0.253